Here is 10 unconnected molecules or ions with the total composition C57H135N7O17 at a distorted geometry from the Open Molecules 2025 dataset. Energies are from ωB97M-V/def2-TZVPD.

Structure (SMILES) = CC1(C)CCCC(C)(C)N1O.CC1(C)CCCC(C)(C)N1O.CC1(C)CCCC(C)(C)N1O.COCCNCCOC.COCCNCCOC.COCCNCCOC.COCCNCCOC.OCCO.OCCO.OCCO
Lowest unoccupied orbital energy = 0.02001 Ha
E = -106522.58316 eV
Spin multiplicity = 1
Orbital gap = 8.529 eV
Relative energy (zero: lowest compared OMol25 entry of this formula, charge and spin) = 0.00 kcal/mol

Geometry (Å):
C1 2.19 -9.24 0.89
O1 2.99 -8.11 0.96
C2 2.85 -7.08 -0.07
C3 3.89 -5.91 0.07
N1 3.49 -4.97 1.14
C4 4.64 -4.09 1.30
C5 4.39 -2.90 2.23
O2 5.62 -2.46 2.79
C6 6.58 -1.82 1.90
H1 2.44 -9.76 -0.03
H2 1.14 -8.97 0.76
H3 2.22 -10.02 1.65
H4 1.84 -6.66 -0.06
H5 2.80 -7.49 -1.08
H6 3.80 -5.30 -0.83
H7 4.92 -6.18 0.28
H8 3.44 -5.59 1.94
H9 4.81 -3.67 0.31
H10 5.54 -4.62 1.60
H11 3.86 -3.21 3.13
H12 3.88 -2.09 1.71
H13 6.16 -1.18 1.12
H14 7.25 -2.54 1.43
H15 7.22 -1.16 2.48
C7 -6.08 9.48 2.36
O3 -5.35 8.53 1.52
C8 -5.29 7.19 2.02
C9 -4.73 6.30 0.87
N2 -3.32 6.67 0.74
C10 -2.71 5.96 -0.42
C11 -1.23 6.29 -0.86
O4 -0.59 5.31 -1.61
C12 -1.29 4.84 -2.73
H16 -5.32 9.84 3.05
H17 -6.81 9.03 3.03
H18 -6.44 10.31 1.76
H19 -6.25 6.79 2.35
H20 -4.69 7.22 2.92
H21 -5.30 6.59 -0.02
H22 -4.83 5.28 1.23
H23 -3.14 7.66 0.62
H24 -3.27 6.32 -1.28
H25 -2.85 4.88 -0.41
H26 -0.68 6.41 0.07
H27 -1.21 7.22 -1.43
H28 -1.41 5.62 -3.49
H29 -2.23 4.38 -2.42
H30 -0.68 4.16 -3.32
C13 0.01 0.94 -4.62
O5 -1.27 1.18 -4.07
C14 -2.36 0.51 -4.67
C15 -3.59 0.86 -3.83
N3 -4.23 -0.26 -3.08
C16 -5.03 -1.10 -3.98
C17 -5.49 -2.45 -3.25
O6 -4.41 -3.11 -2.65
C18 -4.82 -4.11 -1.74
H31 0.77 1.32 -3.94
H32 0.03 1.45 -5.58
H33 0.27 -0.10 -4.75
H34 -2.23 -0.57 -4.61
H35 -2.48 0.81 -5.71
H36 -4.26 1.40 -4.50
H37 -3.25 1.57 -3.09
H38 -3.42 -0.79 -2.80
H39 -4.48 -1.21 -4.92
H40 -5.96 -0.59 -4.23
H41 -5.95 -3.14 -3.95
H42 -6.23 -2.25 -2.47
H43 -5.10 -5.00 -2.30
H44 -5.57 -3.90 -0.98
H45 -3.89 -4.50 -1.33
C19 0.76 -4.20 -0.73
O7 -0.03 -3.25 -1.42
C20 -1.21 -2.77 -0.80
C21 -0.81 -1.88 0.39
N4 -0.99 -0.41 0.37
C22 -0.45 0.22 -0.82
C23 -0.33 1.77 -0.63
O8 0.84 2.00 0.16
C24 1.10 3.38 0.23
H46 0.18 -5.12 -0.63
H47 1.07 -3.95 0.29
H48 1.69 -4.42 -1.25
H49 -1.93 -3.52 -0.47
H50 -1.76 -2.13 -1.50
H51 0.27 -1.92 0.54
H52 -1.20 -2.21 1.36
H53 -0.52 -0.03 1.18
H54 -0.94 -0.05 -1.76
H55 0.55 -0.19 -0.96
H56 -1.29 2.11 -0.24
H57 -0.16 2.27 -1.58
H58 0.27 3.99 0.61
H59 1.56 3.78 -0.67
H60 1.95 3.39 0.91
C25 -1.57 -6.21 1.57
C26 -2.81 -6.01 2.50
C27 -2.92 -4.42 2.56
C28 -4.22 -3.95 3.25
C29 -5.42 -4.61 2.49
C30 -5.40 -6.15 2.43
N5 -4.06 -6.52 1.91
O9 -3.96 -7.91 1.63
C31 -5.78 -6.80 3.83
C32 -6.49 -6.45 1.33
C33 -2.60 -6.52 3.96
H61 -0.63 -5.88 2.02
H62 -1.71 -5.69 0.62
H63 -1.39 -7.25 1.32
H64 -2.03 -3.98 3.00
H65 -3.02 -4.03 1.54
H66 -4.24 -2.86 3.25
H67 -4.30 -4.22 4.30
H68 -5.26 -4.21 1.49
H69 -6.35 -4.27 2.94
H70 -6.80 -6.48 4.05
H71 -5.75 -7.89 3.81
H72 -5.14 -6.42 4.62
H73 -7.44 -5.98 1.58
H74 -6.12 -6.19 0.34
H75 -6.76 -7.50 1.21
H76 -3.05 -5.89 4.72
H77 -1.52 -6.50 4.11
H78 -2.98 -7.51 4.22
H79 -4.22 -7.94 0.70
C34 5.75 5.88 -0.65
C35 4.98 7.21 -0.47
C36 3.48 6.89 -0.52
C37 2.83 6.39 0.79
C38 3.23 7.30 1.93
C39 4.75 7.54 2.07
N6 5.32 7.95 0.81
O10 6.66 8.12 0.85
C40 4.98 8.63 3.13
C41 5.29 6.23 2.67
C42 5.17 8.16 -1.64
H80 6.76 6.09 -1.00
H81 5.38 5.18 -1.40
H82 5.74 5.37 0.31
H83 2.88 7.79 -0.68
H84 3.21 6.31 -1.40
H85 3.22 5.40 1.01
H86 1.75 6.29 0.71
H87 2.88 6.86 2.86
H88 2.81 8.30 1.84
H89 4.65 9.64 2.87
H90 4.32 8.47 3.98
H91 6.00 8.68 3.52
H92 6.37 6.29 2.53
H93 5.12 6.28 3.75
H94 4.85 5.27 2.40
H95 5.14 9.23 -1.43
H96 4.63 7.86 -2.54
H97 6.20 8.05 -1.98
H98 7.00 7.24 1.06
C43 3.54 -1.42 -1.26
C44 3.84 -1.82 -2.75
C45 5.06 -2.84 -2.69
C46 5.16 -3.80 -3.88
C47 3.83 -4.51 -4.14
C48 2.65 -3.52 -4.36
N7 2.63 -2.58 -3.20
O11 1.43 -1.87 -3.20
C49 2.87 -2.82 -5.69
C50 1.29 -4.42 -4.49
C51 4.21 -0.55 -3.57
H99 3.21 -2.22 -0.61
H100 2.77 -0.66 -1.13
H101 4.46 -1.03 -0.83
H102 6.05 -2.39 -2.78
H103 4.94 -3.44 -1.79
H104 5.94 -4.55 -3.73
H105 5.43 -3.30 -4.81
H106 3.59 -5.05 -3.23
H107 3.95 -5.25 -4.94
H108 1.92 -2.44 -6.08
H109 3.51 -1.94 -5.58
H110 3.35 -3.37 -6.50
H111 1.14 -4.95 -3.55
H112 0.42 -3.80 -4.70
H113 1.32 -5.11 -5.33
H114 4.84 0.05 -2.91
H115 3.31 0.02 -3.79
H116 4.81 -0.75 -4.46
H117 0.98 -2.19 -2.41
C52 -1.89 4.18 2.68
C53 -1.96 3.25 3.97
O12 -0.65 2.91 4.47
O13 -2.14 5.51 3.08
H118 -2.64 3.87 1.95
H119 -0.89 4.30 2.28
H120 -2.33 2.27 3.65
H121 -2.67 3.54 4.74
H122 -0.71 2.54 5.35
H123 -2.68 5.88 2.38
C54 1.49 0.58 3.56
C55 2.39 -0.02 2.48
O14 2.87 0.83 1.45
O15 0.23 0.85 3.03
H124 1.99 1.46 3.96
H125 1.36 -0.10 4.41
H126 1.95 -0.91 2.03
H127 3.32 -0.31 2.95
H128 2.11 1.12 0.94
H129 -0.11 1.64 3.46
C56 -5.44 -0.71 0.64
C57 -4.24 0.18 0.31
O16 -3.45 0.50 1.39
O17 -6.20 0.00 1.69
H130 -5.06 -1.68 0.95
H131 -6.14 -0.87 -0.19
H132 -4.59 1.16 -0.03
H133 -3.62 -0.20 -0.50
H134 -2.56 0.30 1.10
H135 -5.56 0.69 1.87